{"formula": "C4H33NO14", "method": "ωB97M-V with the def2-TZVPD basis set", "symbols": ["O", "C", "C", "C", "C", "O", "N", "H", "H", "H", "H", "H", "H", "H", "H", "H", "H", "H", "O", "H", "H", "O", "H", "H", "O", "H", "H", "O", "H", "H", "O", "H", "H", "O", "H", "H", "O", "H", "H", "O", "H", "H", "O", "H", "H", "O", "H", "H", "O", "H", "H", "O"], "xyz": [[-2.13065, 2.17644, 0.55807], [-2.22910, 1.29446, -0.23942], [-0.94057, 0.53656, -0.87680], [0.28903, 0.74884, 0.11615], [1.29495, -0.40751, -0.27786], [2.24305, -0.49695, 0.68414], [-0.52115, 0.94722, -2.12522], [-3.25465, 1.09552, -0.73768], [-1.41014, -0.45029, -0.99288], [-0.17159, 0.70750, 1.15320], [0.78517, 1.73519, 0.13315], [1.55693, -0.26997, -1.29817], [0.63332, -1.36415, -0.18591], [3.00972, 0.15360, 0.39007], [-0.92077, 0.75845, -2.97824], [-0.21057, 1.88492, -2.20694], [-1.18224, 0.29550, 3.04133], [-2.13404, 1.42300, 3.43169], [-2.16188, 0.53252, 3.00976], [-1.89602, -2.56416, 2.77949], [-3.14373, -3.06779, 1.93312], [-2.47745, -3.42409, 2.47656], [-2.49439, -2.76750, -3.31638], [-1.96307, -3.07925, -2.11946], [-2.29805, -2.24910, -2.68080], [0.57419, 2.06988, 4.18687], [1.86285, 2.51934, 3.54696], [1.21134, 2.80627, 4.17345], [3.96440, 1.26843, -1.10656], [3.19949, 2.08911, -0.14285], [3.75668, 1.37231, -0.27551], [1.74556, 3.08425, -1.45424], [1.41537, 1.87221, -2.14593], [2.17211, 2.42694, -1.90623], [-4.05037, -1.91894, 0.06040], [-3.76769, -1.08883, 1.28060], [-4.23250, -1.92624, 1.03030], [1.65392, -0.48885, 3.74059], [1.21198, -0.33228, 2.38216], [0.82551, -0.41803, 3.18947], [3.06243, -3.33176, -0.89610], [3.27017, -2.20662, -0.01005], [3.78309, -2.97491, -0.39368], [-0.76523, -4.43613, -0.10837], [-0.17569, -3.16258, 0.77520], [-0.25269, -3.65006, -0.09369], [0.18546, 5.15110, -0.58482], [-0.29521, 3.91917, 0.19627], [0.43721, 4.10368, -0.46862], [0.84199, 0.27130, -5.17344], [-0.04301, -0.90798, -4.42738], [0.13651, -0.25972, -5.04580]], "atomic_forces_ev_per_a": [[-0.035, 0.368, 0.512], [0.504, 0.292, -2.222], [-1.534, 1.100, 2.962], [-1.659, -1.710, 0.037], [-4.913, -0.501, 1.874], [3.822, 0.623, 0.305], [1.696, 1.355, -0.700], [1.000, -0.189, 0.579], [1.115, -0.458, 0.398], [0.929, -0.578, -1.046], [-0.518, -0.294, -0.726], [0.860, -0.024, -0.809], [1.240, 1.387, -0.600], [-1.373, -1.126, 0.721], [-1.679, -1.310, -1.851], [-0.174, 1.103, 0.481], [-1.632, 0.084, -0.002], [-0.393, -0.864, -0.559], [2.083, 0.485, 0.636], [-2.403, -3.270, -1.091], [-1.564, 1.003, -1.180], [4.254, 2.120, 2.507], [-2.844, -4.832, -8.272], [-0.489, 3.201, -0.570], [3.455, 1.750, 8.941], [0.379, 0.353, 0.026], [0.568, -0.174, -0.497], [-0.928, -0.246, 0.429], [1.371, -0.381, -6.973], [-1.422, 1.937, -0.307], [0.869, -1.715, 7.674], [-1.624, 3.253, 1.916], [0.602, -0.424, -0.160], [0.996, -2.472, -2.424], [-0.405, -0.344, 0.848], [-0.642, -0.813, 0.246], [0.885, 1.450, -1.277], [-1.541, -0.041, -0.333], [1.691, 0.323, -4.469], [-0.173, -0.293, 4.785], [-0.390, -0.915, -0.706], [1.138, -0.734, -0.009], [-0.832, 1.715, 0.821], [-0.720, -0.822, 1.127], [-0.778, -1.706, -1.250], [1.373, 2.406, 0.112], [1.365, -3.797, 0.058], [1.255, -0.434, -0.999], [-2.746, 4.190, 0.990], [3.810, 1.698, 0.540], [0.845, -1.467, 2.174], [-4.688, -0.257, -2.666]], "nbo_charge": [-0.540, 0.436, -0.138, -0.455, -0.069, -0.802, -0.844, 0.100, 0.219, 0.212, 0.208, 0.182, 0.168, 0.510, 0.395, 0.351, 0.488, 0.475, -0.966, 0.463, 0.485, -0.965, 0.445, 0.473, -0.916, 0.472, 0.465, -0.936, 0.484, 0.493, -0.902, 0.482, 0.471, -0.965, 0.477, 0.485, -0.943, 0.483, 0.485, -0.971, 0.460, 0.478, -0.947, 0.487, 0.503, -0.987, 0.491, 0.504, -0.986, 0.491, 0.501, -0.989], "fmax_ev_per_a": 9.993, "energy_ev": -34834.4040, "multiplicity": 1, "e_lumo_ha": -0.00199, "relative_energy_ev": 8.056}



{"formula": "C4H34N2O12", "method": "ωB97M-V with the def2-TZVPD basis set", "symbols": ["C", "C", "C", "C", "N", "N", "H", "H", "H", "H", "H", "H", "H", "H", "H", "H", "H", "H", "O", "H", "H", "O", "H", "H", "O", "H", "H", "O", "H", "H", "O", "H", "H", "O", "H", "H", "O", "H", "H", "O", "H", "H", "O", "H", "H", "O", "H", "H", "O", "H", "H", "O"], "xyz": [[-0.90701, -3.24512, -0.93554], [-0.08041, -3.01280, 0.36387], [0.68713, -1.74313, 0.18444], [2.07131, -1.75972, -0.08036], [2.76145, -0.60649, -0.11655], [0.05133, -0.57157, 0.40879], [-1.93495, -2.90507, -0.79332], [-0.93431, -4.32039, -1.12366], [-0.49075, -2.79214, -1.80618], [0.64419, -3.79506, 0.60459], [-0.69314, -2.88309, 1.25391], [2.55014, -2.66273, -0.41179], [3.56414, -0.68701, -0.72522], [2.27296, 0.21892, -0.45045], [-0.66695, -0.71251, 1.15138], [0.65012, 0.18576, 0.81352], [-1.75617, -0.43071, -3.07410], [-2.72063, -1.65392, -3.38152], [-1.78784, -1.39507, -3.24645], [0.35045, 0.65644, -3.11792], [1.16142, 1.70471, -3.88559], [1.19369, 1.11995, -3.10121], [1.57937, 0.57138, 3.70068], [1.46072, -0.87989, 3.21229], [0.94764, -0.13763, 3.56860], [-3.80246, 2.50192, -2.70413], [-4.86849, 2.11063, -1.73563], [-4.42642, 1.78810, -2.51228], [-1.34084, -1.62456, 3.44783], [-1.03960, -1.24167, 4.86223], [-1.17065, -2.01684, 4.29696], [1.31853, -1.40425, -3.35650], [0.00918, -2.18501, -3.74220], [0.98005, -2.16025, -3.81920], [1.86325, 2.91053, 0.88983], [2.50360, 1.50636, 1.05919], [1.68327, 1.96745, 0.96100], [-0.20065, 2.54826, 4.58436], [-0.02612, 1.99631, 3.16178], [-0.67753, 2.15557, 3.85698], [-1.68518, 4.74647, -1.62790], [-0.86099, 3.56686, -2.06582], [-0.78541, 4.50656, -1.82315], [-1.58900, 0.62547, 3.15657], [-2.10299, 1.28341, 1.87933], [-1.88052, 0.42701, 2.26309], [-2.63964, 1.21044, -2.55627], [-1.32352, 1.08056, -1.62709], [-1.67525, 1.34801, -2.48904], [4.91572, 1.01338, 2.05735], [3.73887, 0.07218, 1.59160], [3.94928, 0.80768, 2.15992]], "atomic_forces_ev_per_a": [[-0.421, -1.271, 1.156], [0.494, 0.658, -0.629], [0.066, 0.133, 0.916], [-1.275, 0.149, -0.612], [0.706, 0.096, -1.451], [0.841, -0.499, 2.224], [0.208, 0.089, -0.107], [-0.147, 0.074, -0.011], [0.353, 0.413, -0.321], [-0.229, -0.137, -0.340], [-0.292, -0.169, -0.054], [0.219, -0.294, 0.331], [0.605, -0.040, 0.262], [-0.478, 0.261, 0.355], [-0.342, 0.631, -1.046], [-0.587, -0.191, -1.003], [-0.245, -0.613, -0.297], [0.720, 0.370, 0.045], [-0.507, 0.122, -0.008], [-0.152, 0.192, -0.210], [0.076, -0.470, 0.614], [0.159, 0.203, -0.308], [0.394, 0.060, 0.052], [-0.095, 0.230, 0.443], [0.034, -0.422, -0.523], [-0.391, 0.213, -0.274], [-0.567, 0.019, 0.652], [0.824, 0.055, -0.523], [-0.288, 0.205, -0.557], [0.106, -0.316, -0.005], [0.117, 0.004, 0.538], [-0.059, 0.725, 0.156], [0.397, 0.466, -0.025], [-0.269, -1.027, -0.213], [0.110, -0.080, -0.064], [1.254, 0.251, 0.659], [-1.460, 0.134, -0.328], [0.141, 0.213, 0.359], [0.024, 0.090, 0.095], [-0.092, 0.051, -0.341], [-0.509, 0.409, 0.151], [0.184, 0.374, -0.028], [0.338, -0.865, -0.145], [0.086, 0.350, 0.355], [-0.076, -0.099, 0.199], [-0.174, -0.477, -0.683], [0.170, -0.136, 0.786], [-0.628, 0.067, -0.018], [0.473, -0.028, -0.344], [-1.381, -0.439, 0.110], [0.349, -0.640, -0.301], [1.219, 0.907, 0.310]], "nbo_charge": [-0.606, -0.462, 0.328, 0.072, -0.771, -0.749, 0.227, 0.237, 0.235, 0.237, 0.237, 0.238, 0.418, 0.429, 0.449, 0.433, 0.487, 0.494, -0.995, 0.475, 0.494, -0.969, 0.483, 0.473, -0.954, 0.470, 0.487, -0.935, 0.455, 0.477, -0.928, 0.461, 0.497, -0.958, 0.507, 0.488, -0.993, 0.488, 0.482, -0.960, 0.463, 0.473, -0.936, 0.511, 0.486, -0.988, 0.508, 0.493, -0.996, 0.502, 0.475, -0.968], "s2": 0.754, "fmax_ev_per_a": 2.430, "energy_ev": -32243.4159, "multiplicity": 2, "charge": 1, "e_lumo_ha": [-0.10418, -0.21656], "relative_energy_ev": 0.000}